47
Properties=species:S:1:pos:R:3:forces:R:3:nbo_charge:R:1 method="wB97M-V/def2-TZVPD" homo_energy_ev="-10.11 / -10.11" energy_ha=-2401.560778 fmax_ev_per_a=0.7 multiplicity=1 gap_ev="6.567 / 6.572" total_charge=+1 relative_energy_kj_mol=0.00 lumo_energy_ha="-0.1303 / -0.1301"
Rh -1.00800 -1.09699 0.25387 -0.3 0.6 0.0 0.48
C -3.41455 0.06804 4.01472 0.0 0.0 0.0 -0.66
C -2.96516 -0.33644 2.64139 -0.4 0.0 -0.4 -0.16
S -1.31437 -0.67282 2.43768 0.1 -0.2 -0.2 0.10
C -3.82691 -0.46319 1.57306 0.3 0.1 0.4 -0.25
C -5.30684 -0.22910 1.66581 -0.1 0.0 -0.1 -0.65
S -3.20089 -0.93569 0.06506 0.6 -0.2 0.1 0.22
H -2.56777 0.13662 4.69420 0.0 0.0 0.0 0.23
H -4.12098 -0.65971 4.41770 0.0 0.0 0.0 0.23
H -3.91312 1.03830 3.98980 0.0 0.0 0.0 0.23
H -5.58548 0.18442 2.63250 0.0 0.0 0.0 0.23
H -5.85291 -1.16446 1.53083 0.0 0.0 0.0 0.23
H -5.63855 0.46019 0.88972 0.0 0.0 0.0 0.23
N 2.64944 1.15039 0.06470 0.0 0.0 0.0 -0.57
C 2.47987 2.47768 -0.39466 0.0 0.1 -0.1 0.09
C 3.58867 3.29538 -0.52631 -0.1 0.0 0.0 -0.21
C 3.44344 4.60037 -0.97788 0.0 0.0 0.0 -0.19
C 2.18746 5.08242 -1.30245 0.0 0.0 0.0 -0.19
C 1.07673 4.25873 -1.17389 0.0 0.0 0.0 -0.22
C 1.21776 2.95911 -0.71815 0.1 0.0 0.0 -0.15
S -0.23946 1.96387 -0.54374 -0.1 0.0 0.0 0.52
N 0.40970 0.46560 -0.08033 -0.1 -0.1 0.0 -0.64
C 1.64962 0.24557 0.16660 0.0 -0.2 0.0 0.43
C 1.97252 -1.14305 0.59852 0.0 0.0 0.0 0.16
C 3.24726 -1.59258 0.90043 -0.1 0.0 0.0 -0.21
C 3.41357 -2.90688 1.31298 0.0 0.0 0.0 -0.13
C 2.30555 -3.72810 1.41180 0.0 0.0 0.0 -0.23
C 1.06312 -3.20865 1.08758 -0.1 -0.1 0.0 0.08
N 0.90089 -1.95114 0.68372 0.1 0.0 0.0 -0.44
H 3.58127 0.88089 0.32275 0.0 0.0 0.0 0.41
H 4.57091 2.91381 -0.27330 0.0 0.0 0.0 0.22
H 4.31522 5.23218 -1.07279 0.0 0.0 0.0 0.23
H 2.06326 6.09676 -1.65437 0.0 0.0 0.0 0.23
H 0.09291 4.63566 -1.42515 0.0 0.0 0.0 0.23
H 4.11149 -0.94919 0.82256 0.0 0.0 0.0 0.22
H 4.39937 -3.27778 1.55727 0.0 0.0 0.0 0.24
H 2.38952 -4.75438 1.73807 0.0 0.0 0.0 0.25
H 0.16099 -3.80304 1.15207 0.0 0.0 0.0 0.23
N -1.87907 -1.33066 -5.03702 0.1 0.1 0.0 -0.58
N -1.22050 -1.57498 -3.84679 0.0 0.0 0.0 0.19
N -0.20221 -2.39653 -3.76728 0.0 0.0 0.0 -0.25
C 0.02036 -2.40553 -2.46211 0.0 0.0 0.0 0.14
N -0.83834 -1.61076 -1.81551 0.0 -0.1 0.0 -0.32
N -1.63906 -1.08785 -2.72460 0.0 0.0 0.0 -0.03
H -1.22349 -1.53057 -5.78529 0.0 0.0 0.0 0.40
H -2.14858 -0.35231 -5.05168 0.0 0.0 0.0 0.39
H 0.79532 -2.98359 -1.99208 0.0 0.0 0.0 0.23


11
Properties=species:S:1:pos:R:3:forces:R:3:nbo_charge:R:1 method="wB97M-V/def2-TZVPD" homo_energy_ev=-9.87 energy_ha=-268.244507 fmax_ev_per_a=5.1 multiplicity=1 gap_ev=10.430 relative_energy_kj_mol=421.96 lumo_energy_ha=0.0205
O 0.67110 1.50680 0.66405 -0.6 1.2 -4.2 -0.67
C 0.49120 0.15858 0.40492 -0.9 -1.4 0.5 0.04
C -0.73013 -0.69988 0.79844 0.0 0.0 0.8 -0.09
O -0.75456 -1.29112 -0.53649 0.9 -0.4 -0.2 -0.51
C 0.00295 -0.17868 -0.97701 3.4 3.0 -2.2 -0.07
H 0.61044 1.76063 -0.38117 0.4 0.6 4.1 0.47
H 1.41352 -0.39066 0.64276 -0.3 0.0 -0.2 0.16
H -0.56461 -1.45308 1.56875 -0.2 0.0 -0.1 0.19
H -1.63395 -0.10857 0.98772 0.1 -0.1 -0.1 0.18
H 1.11273 0.19685 -1.65083 -2.4 -3.0 0.6 0.13
H -0.62346 0.52440 -1.54791 -0.5 0.1 0.9 0.17